1.
71
Properties=species:S:1:pos:R:3:forces:R:3 method="wB97M-V/def2-TZVPD" total_charge=-1
C -10.4643 25.5140 9.7092 0.27 0.78 -0.83
C -11.3685 26.8029 9.7013 -1.29 0.03 -0.09
C -10.5253 27.9792 10.2173 0.16 0.30 0.81
O -12.0578 27.1253 8.5613 0.93 -0.24 -0.01
H -9.5802 25.7230 9.0983 0.05 -0.16 -0.22
H -10.9580 24.6573 9.2520 -0.19 0.09 0.04
H -10.0689 25.2356 10.6909 -0.30 0.12 0.29
H -12.1614 26.5595 10.4257 0.28 0.12 0.86
H -10.0939 27.8450 11.2189 0.39 -0.58 -0.02
H -11.0624 28.9125 10.3856 -0.43 -0.21 -0.59
H -9.7242 28.2028 9.5102 0.12 0.05 -0.01
C -7.6302 24.4706 6.1255 -0.10 -1.17 -0.05
C -8.2476 23.2770 6.8345 -0.41 -0.38 0.44
C -7.4968 22.9129 8.1214 0.61 1.00 -0.84
O -9.5926 23.6017 7.1513 0.01 -0.01 -0.48
H -8.1186 24.6675 5.1714 -0.52 0.36 0.34
H -6.6335 24.1655 5.7962 0.38 0.40 0.57
H -7.7078 25.2672 6.8625 0.35 0.51 -0.59
H -8.1990 22.3897 6.1908 -0.23 -0.04 -0.22
H -7.1414 23.8310 8.5954 -0.12 0.03 0.14
H -6.6061 22.3922 7.7627 0.02 -0.48 0.66
H -8.1194 22.3982 8.8502 0.18 -0.44 -0.18
H -9.9663 22.8581 7.6316 -0.11 0.07 0.06
C -15.6970 23.9620 13.1916 0.09 1.46 0.11
C -15.2746 25.0983 12.2350 0.95 -0.89 -0.36
C -13.8530 25.6519 12.4216 -0.84 0.99 1.22
O -15.3234 24.5574 10.9226 -0.46 0.32 -0.98
H -14.9042 23.2179 13.1154 -0.19 -0.26 0.27
H -16.6779 23.5667 12.9297 0.12 -0.15 -0.29
H -15.8035 24.3359 14.2118 0.33 -0.16 0.12
H -15.9175 25.9798 12.2049 -0.43 -0.28 0.32
H -13.0530 24.9167 12.4806 -0.05 -0.05 -0.49
H -13.7962 26.2588 13.3346 -0.13 -0.37 0.44
H -13.7124 26.4554 11.7004 0.36 -0.65 -0.61
H -15.2653 23.6011 10.8970 0.11 -0.03 0.35
C -12.8266 30.7556 10.0810 0.16 0.40 -0.76
C -12.9368 31.5586 11.3892 -1.24 -0.93 -0.29
C -11.6948 31.5381 12.2242 0.67 -0.84 0.84
O -13.4440 32.8501 11.1333 -0.14 0.96 -0.63
H -11.7907 30.7223 9.7442 -0.01 -0.23 0.02
H -13.3665 31.1493 9.2164 -0.13 0.77 0.38
H -13.2546 29.7523 10.0870 0.50 -0.22 0.66
H -13.7233 31.0597 11.9676 0.08 -0.14 0.20
H -11.8915 31.6585 13.2931 -0.24 0.48 -0.03
H -10.8890 32.2202 11.9497 -0.15 0.07 -0.37
H -11.2973 30.5198 12.2007 0.19 0.04 -0.27
H -13.0793 33.5179 11.7174 0.18 -0.23 0.18
C -8.2472 29.4526 5.8791 -0.25 0.90 0.05
C -7.7554 28.1510 6.5325 -0.43 0.35 -1.24
C -6.7257 28.4020 7.5880 0.66 1.00 0.35
O -8.7924 27.3885 7.0960 0.01 -0.04 -0.25
H -9.1059 29.4026 5.2081 0.02 -0.88 0.02
H -7.4613 29.9205 5.2798 0.27 -0.11 0.12
H -8.5898 30.2164 6.5835 0.27 -0.15 0.42
H -7.3599 27.5920 5.6775 0.19 -0.43 0.24
H -7.1818 29.1167 8.2809 -0.07 -0.36 0.46
H -5.8320 28.9495 7.2773 0.03 -0.23 -0.46
H -6.4053 27.4886 8.0875 -0.14 0.00 0.08
H -8.7764 27.5385 8.0451 -0.44 -0.05 0.07
C -11.6380 30.0413 6.6622 -1.62 0.24 -1.35
O -12.2267 28.7820 6.4532 0.70 -0.02 -0.31
H -12.5297 30.6772 6.7388 0.51 0.89 1.13
H -10.8435 30.1524 7.4003 -0.38 -0.25 0.50
H -11.2265 30.4436 5.7286 0.35 -0.52 -0.25
H -12.3243 28.3088 7.3121 0.60 -0.57 0.36
C -8.2965 26.5040 13.6763 -0.47 0.28 0.68
O -7.6262 26.1370 14.8883 0.04 -0.55 -0.14
H -7.5813 26.6152 12.8641 -0.08 0.16 0.03
H -9.0608 25.7745 13.4049 0.15 -0.09 -0.18
H -8.8307 27.4226 13.9264 0.11 0.23 -0.67
H -8.1065 25.3745 15.2171 0.22 -0.02 0.24

***

2.
20
Properties=species:S:1:pos:R:3:forces:R:3 method="wB97M-V/def2-TZVPD" total_charge=0
C -2.0824 -1.4100 1.5108 -0.03 -0.03 0.04
C -1.1356 -0.6136 0.6175 -0.01 0.04 -0.02
C 0.0204 -1.4749 0.1137 -0.08 -0.13 0.09
N 0.8267 -0.7461 -0.8460 0.44 -0.06 0.12
C 2.0723 -0.6780 -0.6464 -0.23 0.01 -0.08
C 0.9647 2.6911 -0.4659 -0.06 0.00 -0.12
C 0.4260 2.3841 -1.6402 0.06 0.04 0.11
H -1.5610 -1.8019 2.3922 -0.07 0.06 -0.12
H -2.5038 -2.2642 0.9675 0.05 0.12 0.08
H -2.9153 -0.7929 1.8617 0.12 -0.08 -0.05
H -1.6749 -0.2114 -0.2485 0.08 -0.07 0.11
H -0.7347 0.2512 1.1628 -0.05 -0.14 -0.08
H -0.3928 -2.3504 -0.4044 0.03 0.10 0.06
H 0.6186 -1.8454 0.9659 -0.06 0.05 -0.12
H 2.6958 -0.1180 -1.3455 -0.10 -0.08 0.08
H 2.5758 -1.1541 0.2089 -0.12 0.05 -0.07
H 0.9448 1.9894 0.3659 0.00 0.11 -0.16
H 1.4457 3.6493 -0.2870 -0.07 -0.11 -0.03
H 0.4514 3.0782 -2.4767 -0.02 -0.04 0.14
H -0.0416 1.4174 -1.8063 0.11 0.13 0.01

***

Total energy, record by record: -1202.467904 -291.102354 hartree
Gap between HOMO and LUMO, record by record: 5.429 10.926 eV